DFT (ωB97M-V/def2-TZVPD) results for a 15-piece molecular cluster, C18H62F3N28O16 overall in a non-equilibrium geometry.

Last column: Mulliken charge in e.
Atoms and positions in Å:
C1 1.5037 -0.7442 -1.0642  0.07
O1 0.5627 -0.8165 0.0360  0.09
O2 1.8336 -2.0322 -1.3571  0.32
C2 1.0113 0.1543 -2.2538  0.92
F1 0.7430 -0.5441 -3.3802  -0.25
F2 -0.1294 0.8114 -1.9278  -0.31
F3 1.9726 1.0484 -2.5029  -0.29
C3 0.4641 0.2841 0.9682  -0.52
C4 -0.4671 -0.3249 2.0253  -0.83
H1 -0.7956 0.4227 2.7515  0.70
H2 -1.3960 -0.6943 1.6106  0.06
H3 0.0613 -1.1726 2.4560  -0.01
H4 -0.0109 1.1050 0.4398  0.43
H5 1.4390 0.6135 1.3372  0.14
H6 2.3865 -0.2311 -0.6369  -0.69
C5 4.5053 1.0756 3.1537  0.59
O3 4.5417 1.6520 4.2517  -0.78
N1 4.9220 -0.2053 2.8668  -0.25
N2 4.2540 1.6385 1.8939  -0.31
H7 5.4072 -0.7712 3.5361  0.21
H8 4.6947 -0.4954 1.9239  0.10
H9 4.9630 1.2795 1.2870  0.13
H10 4.0023 2.6112 1.8217  0.22
C6 -3.4316 7.1318 -2.0776  0.59
O4 -3.2747 8.2632 -1.5598  -0.64
N3 -2.6915 6.6651 -3.1729  -0.36
N4 -4.5764 6.3692 -1.8409  -0.30
H11 -2.1531 7.2850 -3.7413  0.20
H12 -2.5934 5.6845 -3.3260  0.17
H13 -4.7035 5.4593 -2.2296  0.16
H14 -5.1164 6.7319 -1.0743  0.20
C7 -3.9116 4.7140 1.9354  0.57
O5 -4.0227 5.5263 2.8493  -0.66
N5 -3.2373 5.0493 0.7510  -0.34
N6 -4.5471 3.4762 1.8850  -0.17
H15 -3.4094 4.4554 -0.0285  0.18
H16 -2.9566 6.0155 0.7713  0.22
H17 -4.9934 3.1142 2.7062  0.15
H18 -4.4991 2.8991 1.0707  0.09
C8 -3.3468 -3.0697 3.3183  0.44
O6 -2.6408 -2.4988 2.4285  -0.46
N7 -2.6753 -3.7163 4.3704  -0.37
N8 -4.7300 -3.1943 3.3456  -0.26
H19 -3.2590 -4.0962 5.0808  0.22
H20 -1.7452 -3.3360 4.3084  0.26
H21 -5.2660 -2.7553 2.6008  0.11
H22 -5.2277 -3.7088 4.0376  0.16
C9 -5.9846 2.6566 -0.9799  0.49
O7 -6.0406 3.9166 -0.9946  -0.59
N9 -7.1196 1.9308 -0.6688  -0.46
N10 -4.8302 1.9269 -1.2545  -0.23
H23 -7.8467 2.5568 -0.3730  0.21
H24 -7.1659 0.9396 -0.4820  0.19
H25 -4.0604 2.4939 -1.5589  0.15
H26 -4.8764 0.9751 -1.5692  0.22
C10 -6.4449 -0.9566 1.4581  0.67
O8 -6.4132 -0.3953 2.5849  -0.66
N11 -5.3952 -1.6197 0.8271  -0.35
N12 -7.6155 -0.9752 0.6649  -0.52
H27 -5.4919 -2.0130 -0.0916  0.13
H28 -4.4623 -1.6053 1.2352  0.28
H29 -7.6448 -1.6579 -0.0728  0.17
H30 -8.4903 -0.6428 1.0201  0.23
C11 -0.0603 -2.6798 5.7879  0.37
O9 -0.8295 -2.5011 6.7220  -0.66
N13 0.5936 -1.7297 5.0120  -0.15
N14 0.1765 -3.9457 5.2886  -0.35
H31 0.2738 -0.7796 5.0252  0.15
H32 1.3472 -2.0397 4.4210  0.20
H33 0.8412 -4.1345 4.5508  0.27
H34 -0.3479 -4.7041 5.6780  0.19
C12 1.8780 3.2528 6.2570  0.54
O10 0.7533 3.6402 6.6608  -0.68
N15 3.0728 3.8006 6.6930  -0.33
N16 1.9404 2.4783 5.1042  -0.17
H35 3.1044 4.5326 7.3667  0.19
H36 3.9056 3.3294 6.3795  0.19
H37 1.1239 2.2553 4.5826  0.09
H38 2.8845 2.2093 4.8261  0.31
C13 -2.1212 -2.9563 -1.4600  0.39
O11 -3.0980 -3.6948 -1.3120  -0.75
N17 -1.3027 -2.9766 -2.5586  -0.18
N18 -1.6290 -2.1474 -0.4792  0.27
H39 -1.5990 -3.5649 -3.3180  0.24
H40 -0.6019 -2.2992 -2.7893  0.01
H41 -0.7114 -1.7157 -0.6051  0.03
H42 -1.9203 -2.3346 0.4573  -0.12
C14 5.7369 0.0703 -4.3525  0.28
O12 6.4976 -0.8941 -4.1387  -0.67
N19 5.5405 0.4736 -5.6654  -0.31
N20 4.8662 0.5516 -3.3889  -0.41
H43 4.9495 1.2723 -5.8357  0.22
H44 6.2115 0.1584 -6.3342  0.19
H45 3.9391 0.8688 -3.6080  0.34
H46 5.0055 0.0643 -2.5062  0.38
C15 1.8891 -4.4172 -4.3988  0.41
O13 1.8157 -5.2097 -5.3375  -0.69
N21 1.2544 -4.5767 -3.1578  -0.28
N22 2.7739 -3.3240 -4.3667  -0.21
H47 1.4443 -3.8650 -2.4583  0.09
H48 0.5083 -5.2302 -3.0261  0.22
H49 2.7179 -2.6374 -3.6312  0.13
H50 3.4505 -3.2562 -5.1054  0.18
C16 2.0408 -3.4372 1.9551  0.23
O14 2.0215 -3.6781 3.2232  -0.94
N23 3.1602 -2.8320 1.3807  -0.04
N24 0.9169 -3.4480 1.1532  0.21
H51 3.9877 -2.8902 1.9398  0.27
H52 3.0996 -2.6264 0.3888  -0.01
H53 0.2213 -4.0188 1.6051  0.26
H54 0.9237 -2.9171 0.2843  -0.33
C17 2.4914 1.7434 -6.5623  0.68
O15 3.1284 2.1021 -5.5528  -0.71
N25 2.6110 2.3833 -7.7925  -0.43
N26 1.6524 0.6395 -6.5896  -0.35
H55 2.0145 2.0851 -8.5383  0.16
H56 3.0349 3.2888 -7.8501  0.25
H57 1.5478 0.1464 -5.7223  0.18
H58 1.3138 0.2656 -7.4494  0.19
C18 5.6820 -1.9245 -0.8330  0.32
O16 6.7572 -2.5169 -0.6288  -0.69
N27 5.4150 -0.6036 -0.4384  -0.14
N28 4.7113 -2.2947 -1.7723  0.10
H59 6.2278 -0.2328 0.0322  0.22
H60 4.5611 -0.1218 -0.6226  0.03
H61 4.9148 -3.1120 -2.3207  0.15
H62 3.7121 -2.0031 -1.6584  -0.38

Cartesian forces, eV/Å:
C 0.9166 -2.0156 1.4412
O 1.2247 1.2175 -0.8000
O -0.3044 1.2633 -0.7254
C -0.5637 -0.8581 1.2284
F 0.2503 0.3652 0.0960
F 0.4466 0.0842 -0.4791
F -0.2075 0.3263 -0.6047
C -1.3608 -0.9385 -0.5119
C 0.5235 0.8339 0.0022
H 0.3939 -0.1132 0.3015
H 0.0934 0.0203 -0.3746
H -0.2277 0.1040 0.3824
H -0.0390 0.3941 0.1219
H 0.0997 -0.2843 0.0530
H -0.0542 0.6154 -0.1486
C 1.6013 0.2223 0.0879
O -0.4229 -1.0631 -1.6464
N -0.5230 0.7009 0.6925
N -0.7051 0.3672 0.9264
H -0.1797 -0.1473 0.0439
H 0.2890 -0.6904 0.4866
H -0.0707 0.5656 -0.7319
H 0.2309 -0.0083 0.1453
C -1.4466 2.0247 -0.8670
O 0.0730 -2.7244 -0.9641
N -0.2695 0.0680 1.0216
N 1.8923 1.5597 0.2597
H 0.3043 0.2497 0.3432
H -0.0501 -0.2287 -0.1685
H -0.3683 -0.2607 0.2127
H -0.1923 -0.6407 0.1189
C -0.8414 0.5322 -0.7366
O 0.3142 -1.1345 -0.4543
N -0.3831 -0.6972 2.4704
N 0.6611 0.9845 0.4119
H 0.0967 0.4932 -0.6840
H 0.0204 -0.0917 -0.7996
H 0.0246 0.0793 0.0729
H 0.1202 -0.1873 -0.0267
C 1.0654 -0.8085 0.0326
O -2.5692 -0.8492 1.6343
N -1.7365 1.5852 -3.5507
N 1.2888 0.8879 -1.3132
H 0.7043 0.0977 0.9848
H 0.4091 -0.7286 1.3648
H 0.3065 -0.3939 0.5245
H 0.0878 -0.1043 0.3592
C -0.8108 1.2195 -0.1125
O 0.7486 -2.8032 -0.1417
N 1.0369 0.8900 -0.5111
N -0.8531 1.0213 0.4794
H -0.2963 -0.3012 0.1240
H 0.1319 0.1521 0.1913
H 0.1201 -0.1671 -0.2259
H 0.0210 -0.0747 0.0559
C -0.3650 0.8807 1.4416
O 0.1910 -1.6007 -3.2117
N -0.5707 0.8690 1.1094
N 1.2500 0.0342 -0.0167
H 0.1062 -0.0761 -0.0247
H -0.1151 0.0871 -0.1337
H -0.2483 -0.0219 0.0330
H 0.0266 -0.0558 0.4409
C 0.2859 -0.6085 -0.8941
O 0.2671 0.5323 -0.4711
N -0.5852 -0.2899 1.1635
N -0.0157 -0.0324 0.4822
H 0.2378 0.0489 0.2316
H -0.1379 0.0851 -0.2737
H -0.0212 0.2079 -0.1804
H 0.1101 -0.0082 0.3315
C -3.3833 2.0004 -1.1635
O 2.4029 -0.8014 0.0361
N -0.2857 -1.6255 -0.8368
N 2.1297 0.3609 1.7461
H -0.2221 -0.0309 0.3429
H 0.2079 0.3773 0.1997
H -0.3832 -0.0660 0.1529
H -0.7342 -0.1689 -0.4530
C 0.7830 -0.3849 1.0683
O 0.1287 0.4951 -0.4994
N -0.8957 -0.5841 -0.9541
N -0.3664 0.1040 -0.9705
H -0.0749 0.0639 0.0037
H 0.1693 0.1317 0.4023
H -0.6970 -0.2206 0.3946
H -0.3123 -0.0985 0.4967
C -0.4448 -2.8627 -0.9906
O -0.3409 1.9383 0.2796
N -0.3471 0.6037 1.3368
N 1.1506 -0.0330 0.1595
H 0.1384 0.0557 -0.1560
H 0.1612 -0.0328 -0.0471
H 0.0494 0.2349 -0.3601
H -0.1393 0.1343 -0.6123
C 0.7014 -0.4591 1.2144
O -0.1901 1.0192 0.7563
N 0.9641 0.6816 -1.3408
N -0.9794 -0.9663 -0.3880
H -0.4043 -0.1637 0.0439
H -0.0288 -0.0282 -0.1617
H 0.0625 -0.0262 -0.0277
H -0.0783 0.1498 0.0385
C -0.1240 2.2381 1.5053
O 0.3397 -0.2952 -3.4412
N -1.8469 -0.9617 0.6350
N 2.1240 -1.1045 2.0816
H 0.3131 0.0650 -0.2835
H 0.4241 -0.1717 0.0461
H -0.7500 0.4728 -0.7307
H -0.3097 -0.4579 -0.0569
C 0.5661 -0.0018 0.3063
O -1.2939 -0.4263 -1.5220
N -0.1331 -0.7206 0.8863
N 0.9027 1.4401 0.5335
H -0.0846 0.1851 -0.1747
H 0.0813 0.0181 0.1844
H -0.0129 -0.2805 -0.0375
H -0.1467 -0.2294 -0.0935
C 0.3594 -0.1723 -2.7454
O -2.4351 1.3611 0.2253
N 1.6380 -1.4032 1.3904
N 0.2020 -0.0491 1.3593
H -0.4616 0.6040 0.0429
H -0.1221 0.2041 0.0232
H -0.1468 -0.2011 0.1576
H 0.7395 -0.5733 -0.1228

Properties
Frontier orbital gap ... 8.8 eV
Energy relative to the best compared isomer or geometry (same formula, charge and spin) ... 65.29 kcal per mole
Charge ... -1
Highest occupied orbital energy ... -7.4918 eV
E_LUMO ... 1.35 eV